# C32H57F12N2O13P3

4 unconnected molecules or ions with the total composition C32H57F12N2O13P3 (ωB97M-V/def2-TZVPD, the Open Molecules 2025 dataset).

**LUMO**: -0.53 eV
**Largest force on an atom**: 0.15515 hartree/bohr
**Electronic energy**: -124183.791 eV
**HOMO**: -0.3703 Ha

```
! RIJCOSX wB97M-V def2-TZVPD def2/J DEFGRID3
* xyz 0 1
C 2.339 -4.309 3.010
C 1.839 -5.395 2.020
C 2.034 -4.989 0.513
C 3.547 -5.198 0.193
C 3.940 -4.625 -1.226
C 3.743 -3.138 -1.056
N 3.623 -2.011 -1.247
C 3.081 -5.248 -2.390
C 2.641 -6.659 -2.089
N 2.328 -7.654 -1.611
C 1.926 -4.408 -2.960
O 0.756 -4.435 -2.136
C -0.235 -3.644 -2.586
F -0.790 -4.103 -3.718
F -1.207 -3.677 -1.663
F 0.110 -2.369 -2.729
C 5.432 -5.004 -1.473
F 5.568 -6.255 -1.962
F 6.054 -5.081 -0.258
C 6.342 -4.031 -2.276
F 7.543 -4.664 -2.396
F 6.633 -2.916 -1.594
C 5.951 -3.613 -3.722
F 6.726 -2.541 -4.013
F 4.689 -3.178 -3.884
C 6.264 -4.628 -4.868
F 5.720 -5.828 -4.701
F 5.705 -4.109 -5.980
F 7.555 -4.717 -5.140
H 2.012 -4.588 4.024
H 2.040 -3.286 2.747
H 3.442 -4.369 3.040
H 2.449 -6.305 2.160
H 0.787 -5.636 2.225
H 1.386 -5.661 -0.059
H 1.739 -3.931 0.450
H 3.797 -6.263 0.271
H 4.049 -4.627 0.987
H 3.766 -5.363 -3.248
H 1.647 -4.906 -3.911
H 2.229 -3.394 -3.266
C 2.118 5.921 0.839
C 2.789 4.573 0.632
O 1.882 3.595 0.131
P 1.412 3.672 -1.443
O 2.670 3.205 -2.122
O 0.523 2.289 -1.516
C 0.780 1.286 -2.499
C 1.643 0.189 -1.910
O 0.025 4.502 -1.000
C -0.666 5.244 -2.026
C -1.271 4.340 -3.083
H 1.832 6.367 -0.118
H 2.791 6.613 1.347
H 1.208 5.812 1.429
H 3.647 4.665 -0.040
H 3.156 4.197 1.588
H 1.230 1.714 -3.395
H -0.188 0.871 -2.797
H 2.535 0.592 -1.434
H 1.950 -0.521 -2.677
H 1.091 -0.351 -1.139
H 0.022 5.963 -2.480
H -1.452 5.812 -1.527
H -0.493 3.854 -3.678
H -1.906 4.909 -3.763
H -1.865 3.549 -2.623
C -0.356 1.453 1.527
C 0.200 0.094 1.913
O 1.103 0.173 3.019
P 0.492 0.419 4.515
O -0.158 -0.894 4.852
O 1.875 0.297 5.406
C 1.961 -0.606 6.506
C 2.627 -1.903 6.089
O 0.720 2.074 4.433
C -0.037 2.894 5.346
C 0.372 2.688 6.792
H -1.016 1.842 2.310
H -0.930 1.386 0.601
H 0.446 2.175 1.392
H -0.608 -0.608 2.143
H 0.769 -0.318 1.078
H 0.978 -0.788 6.942
H 2.565 -0.117 7.275
H 2.158 -2.326 5.201
H 2.579 -2.638 6.895
H 3.676 -1.728 5.841
H -1.104 2.693 5.213
H 0.141 3.930 5.055
H 0.090 1.692 7.144
H -0.113 3.421 7.438
H 1.453 2.775 6.905
C -10.283 2.312 -2.299
C -9.167 1.283 -2.361
O -7.878 1.893 -2.394
P -7.281 2.554 -1.019
O -6.943 1.359 -0.174
O -5.779 2.979 -1.544
C -4.609 2.552 -0.846
C -4.017 1.319 -1.500
O -7.827 4.084 -1.415
C -7.947 5.043 -0.343
C -6.602 5.433 0.242
H -10.275 2.842 -1.342
H -11.257 1.832 -2.410
H -10.163 3.059 -3.083
H -9.230 0.590 -1.516
H -9.260 0.699 -3.276
H -4.823 2.383 0.210
H -3.884 3.370 -0.895
H -4.761 0.535 -1.640
H -3.199 0.919 -0.897
H -3.630 1.566 -2.491
H -8.604 4.640 0.432
H -8.436 5.922 -0.764
H -6.147 4.596 0.778
H -6.714 6.260 0.945
H -5.908 5.728 -0.545
*
```

Löwdin population analysis, charges in e, atoms 1 to 99: number 1, C, carries -0.108; number 2, C, carries -0.233; number 3, C, carries -0.182; number 4, C, carries -0.122; number 5, C, carries -0.224; number 6, C, carries -0.115; number 7, N, carries 0.262; number 8, C, carries -0.161; number 9, C, carries -0.150; number 10, N, carries 0.208; number 11, C, carries -0.111; number 12, O, carries 0.047; number 13, C, carries -0.720; number 14, F, carries 0.172; number 15, F, carries 0.169; number 16, F, carries 0.175; number 17, C, carries -0.372; number 18, F, carries 0.149; number 19, F, carries 0.122; number 20, C, carries -0.337; number 21, F, carries 0.147; number 22, F, carries 0.172; number 23, C, carries -0.325; number 24, F, carries 0.159; number 25, F, carries 0.157; number 26, C, carries -0.543; number 27, F, carries 0.187; number 28, F, carries 0.162; number 29, F, carries 0.200; number 30, H, carries 0.072; number 31, H, carries 0.074; number 32, H, carries 0.070; number 33, H, carries 0.107; number 34, H, carries 0.106; number 35, H, carries 0.094; number 36, H, carries 0.112; number 37, H, carries 0.128; number 38, H, carries 0.117; number 39, H, carries 0.129; number 40, H, carries 0.150; number 41, H, carries 0.130; number 42, C, carries -0.083; number 43, C, carries -0.281; number 44, O, carries -0.236; number 45, P, carries 0.623; number 46, O, carries -0.214; number 47, O, carries -0.237; number 48, C, carries -0.284; number 49, C, carries -0.104; number 50, O, carries -0.208; number 51, C, carries -0.274; number 52, C, carries -0.072; number 53, H, carries 0.065; number 54, H, carries 0.077; number 55, H, carries 0.079; number 56, H, carries 0.111; number 57, H, carries 0.120; number 58, H, carries 0.104; number 59, H, carries 0.114; number 60, H, carries 0.074; number 61, H, carries 0.053; number 62, H, carries 0.054; number 63, H, carries 0.113; number 64, H, carries 0.118; number 65, H, carries 0.074; number 66, H, carries 0.084; number 67, H, carries 0.069; number 68, C, carries -0.067; number 69, C, carries -0.271; number 70, O, carries -0.203; number 71, P, carries 0.602; number 72, O, carries -0.229; number 73, O, carries -0.222; number 74, C, carries -0.305; number 75, C, carries -0.071; number 76, O, carries -0.202; number 77, C, carries -0.277; number 78, C, carries -0.080; number 79, H, carries 0.070; number 80, H, carries 0.068; number 81, H, carries 0.066; number 82, H, carries 0.112; number 83, H, carries 0.101; number 84, H, carries 0.100; number 85, H, carries 0.115; number 86, H, carries 0.052; number 87, H, carries 0.079; number 88, H, carries 0.079; number 89, H, carries 0.113; number 90, H, carries 0.118; number 91, H, carries 0.070; number 92, H, carries 0.080; number 93, H, carries 0.086; number 94, C, carries -0.084; number 95, C, carries -0.286; number 96, O, carries -0.206; number 97, P, carries 0.601; number 98, O, carries -0.223; number 99, O, carries -0.221

***

# C32H57IrN4OP2S

A molecular structure, C32H57IrN4OP2S (ωB97M-V/def2-TZVPD, the Open Molecules 2025 dataset).

**<S²>**: 8.79
**LUMO (spin up / spin down)**: -8.59 / -11.84 eV
**Largest force on an atom**: 0.09538 hartree/bohr
**Electronic energy**: -74336.175 eV
**HOMO (spin up / spin down)**: -0.5070 / -0.6185 Ha

```
! RIJCOSX wB97M-V def2-TZVPD def2/J DEFGRID3
* xyz 3 6
C -2.276 1.435 -1.644
C -1.934 -0.865 -1.623
C -3.252 1.341 -2.626
C -3.068 -1.051 -2.434
C -3.715 0.069 -2.957
H -3.725 2.256 -3.000
H -3.348 -2.050 -2.740
H -4.589 -0.007 -3.605
N -1.736 0.353 -1.106
P -0.753 2.824 0.285
P 0.036 -2.785 -0.216
C -1.669 2.800 -1.329
H -0.965 3.013 -2.134
H -2.455 3.561 -1.363
C -0.767 -1.917 -1.693
H -1.416 -2.780 -1.920
C 0.858 -4.180 -1.247
C -0.500 -3.561 1.499
C 0.862 3.810 0.014
C -2.086 3.800 1.254
C 2.330 -3.781 -1.121
H 2.694 -3.921 -0.095
H 2.916 -4.414 -1.793
H 2.470 -2.736 -1.397
C 0.642 -5.631 -0.813
H 0.890 -5.878 0.221
H -0.377 -5.975 -1.008
H 1.311 -6.238 -1.441
C 0.401 -4.107 -2.699
H 1.083 -4.678 -3.337
H -0.569 -4.596 -2.832
H 0.315 -3.074 -3.040
C 0.805 -4.040 2.134
H 1.501 -3.208 2.271
H 0.574 -4.451 3.122
H 1.335 -4.813 1.578
C -1.079 -2.497 2.410
H -0.353 -1.716 2.619
H -1.993 -2.050 2.018
H -1.313 -2.959 3.377
C -1.573 -4.613 1.266
H -1.249 -5.458 0.669
H -1.866 -5.003 2.246
H -2.456 -4.179 0.788
C -1.629 3.952 2.708
H -2.383 4.560 3.231
H -1.573 2.982 3.221
H -0.666 4.479 2.790
C -3.412 3.030 1.210
H -3.813 2.940 0.191
H -3.336 2.041 1.668
H -4.148 3.606 1.793
C -2.368 5.203 0.673
H -3.311 5.557 1.118
H -1.601 5.943 0.924
H -2.515 5.200 -0.412
C 1.425 3.426 -1.361
H 0.875 3.894 -2.186
H 2.470 3.764 -1.411
H 1.439 2.336 -1.486
C 1.872 3.394 1.086
H 2.104 2.325 1.024
H 2.801 3.945 0.903
H 1.537 3.626 2.105
C 0.670 5.325 0.093
H -0.040 5.706 -0.651
H 0.396 5.670 1.100
H 1.639 5.780 -0.143
Ir -0.277 0.581 0.423
C -1.280 0.515 1.968
O -1.958 0.568 2.926
N 0.899 -0.153 -1.219
C 0.583 -1.085 -2.032
C 1.679 -0.807 -3.341
C 1.506 -1.773 -4.492
C 1.479 0.587 -3.987
C 3.208 -0.850 -2.971
H 1.863 -2.777 -4.255
H 0.461 -1.859 -4.801
H 2.086 -1.479 -5.383
H 1.766 1.387 -3.298
H 2.017 0.710 -4.956
H 0.412 0.701 -4.220
H 3.834 -0.343 -3.748
H 3.362 -0.350 -2.017
H 3.579 -1.881 -2.899
S 1.677 -0.104 1.459
C 1.544 0.135 3.164
N 1.943 -0.771 4.066
C 1.799 -0.295 5.411
C 1.216 1.103 5.225
N 1.052 1.207 3.807
H 2.361 -1.661 3.788
H 2.775 -0.270 5.914
H 1.136 -0.936 6.005
H 1.887 1.881 5.616
H 0.262 1.217 5.761
H 0.760 2.067 3.337
*
```

Partial atomic charges computed with the Löwdin method, in multiples of e: number 1, C, carries -0.296; number 2, C, carries -0.235; number 3, C, carries 0.026; number 4, C, carries 0.026; number 5, C, carries 0.017; number 6, H, carries 0.146; number 7, H, carries 0.130; number 8, H, carries 0.140; number 9, N, carries -0.052; number 10, P, carries 1.021; number 11, P, carries 1.315; number 12, C, carries -0.220; number 13, H, carries 0.094; number 14, H, carries 0.081; number 15, C, carries -0.246; number 16, H, carries 0.112; number 17, C, carries -0.625; number 18, C, carries -0.631; number 19, C, carries -0.666; number 20, C, carries -0.649; number 21, C, carries -0.074; number 22, H, carries 0.090; number 23, H, carries 0.114; number 24, H, carries 0.044; number 25, C, carries -0.069; number 26, H, carries 0.072; number 27, H, carries 0.089; number 28, H, carries 0.117; number 29, C, carries -0.097; number 30, H, carries 0.118; number 31, H, carries 0.108; number 32, H, carries 0.017; number 33, C, carries -0.071; number 34, H, carries 0.055; number 35, H, carries 0.117; number 36, H, carries 0.065; number 37, C, carries -0.125; number 38, H, carries 0.014; number 39, H, carries 0.086; number 40, H, carries 0.116; number 41, C, carries -0.053; number 42, H, carries 0.060; number 43, H, carries 0.115; number 44, H, carries 0.100; number 45, C, carries -0.080; number 46, H, carries 0.111; number 47, H, carries 0.057; number 48, H, carries 0.078; number 49, C, carries -0.068; number 50, H, carries 0.087; number 51, H, carries 0.063; number 52, H, carries 0.113; number 53, C, carries -0.068; number 54, H, carries 0.109; number 55, H, carries 0.074; number 56, H, carries 0.082; number 57, C, carries -0.095; number 58, H, carries 0.093; number 59, H, carries 0.112; number 60, H, carries 0.034; number 61, C, carries -0.115; number 62, H, carries -0.001; number 63, H, carries 0.108; number 64, H, carries 0.070; number 65, C, carries -0.075; number 66, H, carries 0.094; number 67, H, carries 0.082; number 68, H, carries 0.108; number 69, Ir, carries 0.895; number 70, C, carries -0.439; number 71, O, carries 0.096; number 72, N, carries 0.005; number 73, C, carries -0.218; number 74, C, carries -0.444; number 75, C, carries -0.078; number 76, C, carries -0.055; number 77, C, carries -0.039; number 78, H, carries 0.072; number 79, H, carries 0.103; number 80, H, carries 0.118; number 81, H, carries 0.059; number 82, H, carries 0.118; number 83, H, carries 0.090; number 84, H, carries 0.121; number 85, H, carries 0.075; number 86, H, carries 0.076; number 87, S, carries 0.674; number 88, C, carries -0.781; number 89, N, carries 0.127; number 90, C, carries -0.071; number 91, C, carries -0.075; number 92, N, carries 0.132; number 93, H, carries 0.172; number 94, H, carries 0.167; number 95, H, carries 0.162; number 96, H, carries 0.167; number 97, H, carries 0.164; number 98, H, carries 0.134